Here is a molecular structure, C30H30BrF6IrN7O6 in a non-equilibrium geometry from the OMol25 dataset. Energies are from wB97M-V/def2-TZVPD.

Last column: Löwdin charge in e.
Element x y z (Å)
1 Ir 0.5266 -0.6173 -0.7607  1.473
2 C 5.8080 -2.5176 -1.6511  -0.011
3 N 4.4540 -2.6716 -1.1765  -0.126
4 C 4.1117 -3.9695 -0.6262  0.005
5 C 3.5050 -1.7600 -1.2980  -0.398
6 O 2.3603 -1.9653 -0.8572  -0.092
7 C 3.8492 -0.4157 -1.9334  -0.083
8 O 2.6824 0.3771 -1.9397  -0.195
9 C 2.8677 1.7709 -1.8184  -0.097
10 C 2.0824 2.3177 -0.6211  -0.399
11 O 1.3212 1.5868 0.0283  -0.052
12 N 2.2554 3.6004 -0.3276  -0.133
13 C 3.1792 4.5008 -0.9861  -0.015
14 C 1.4985 4.2024 0.7512  -0.008
15 H 6.4683 -3.0955 -1.0076  0.107
16 H 6.1305 -1.4809 -1.6295  0.089
17 H 5.9133 -2.8894 -2.6717  0.114
18 H 4.5915 -4.1082 0.3433  0.107
19 H 4.4422 -4.7556 -1.3035  0.111
20 H 3.0314 -4.0267 -0.5091  0.090
21 H 4.1955 -0.5720 -2.9646  0.159
22 H 4.6478 0.0653 -1.3512  0.141
23 H 2.4740 2.2482 -2.7260  0.150
24 H 3.9292 2.0112 -1.7089  0.137
25 H 3.3561 4.2242 -2.0213  0.092
26 H 4.1318 4.5354 -0.4499  0.111
27 H 2.7479 5.5019 -0.9668  0.105
28 H 0.9315 3.4288 1.2625  0.080
29 H 0.8140 4.9487 0.3446  0.107
30 H 2.1728 4.6897 1.4547  0.106
31 C 2.9423 -0.9504 2.1827  -0.015
32 O 1.6198 -0.5864 1.8325  -0.095
33 C 0.9072 0.1209 2.7247  -0.183
34 C 1.3793 0.6769 3.8975  -0.019
35 C 0.5032 1.3935 4.7212  -0.619
36 Br 1.1809 2.2042 6.2954  0.878
37 C -0.8418 1.5328 4.4204  -0.048
38 C -1.3524 0.9609 3.2559  -0.018
39 C -0.4685 0.2767 2.3795  -0.122
40 O -0.8650 -0.2597 1.2540  0.030
41 C -2.7393 1.0278 2.8664  -0.210
42 N -3.1677 0.5247 1.7093  0.176
43 C -4.4931 0.7773 1.6307  -0.172
44 C -5.4206 0.4864 0.6203  0.020
45 C -6.7131 0.9033 0.8218  -0.044
46 C -7.1038 1.5828 1.9897  -0.028
47 C -6.2062 1.8707 3.0055  0.010
48 C -4.8972 1.4665 2.8140  -0.148
49 N -3.7577 1.5936 3.5677  0.203
50 H 2.9439 -1.5764 3.0817  0.123
51 H 3.5702 -0.0681 2.3452  0.112
52 H 3.3283 -1.5259 1.3448  0.081
53 H 2.4035 0.5670 4.2127  0.114
54 H -1.4745 2.0874 5.0939  0.113
55 H -1.8850 -0.1220 1.1425  0.102
56 H -5.1153 -0.0380 -0.2706  0.113
57 H -7.4577 0.7020 0.0703  0.118
58 H -8.1352 1.8810 2.0985  0.121
59 H -6.5163 2.3845 3.9008  0.122
60 H -3.6954 2.0473 4.4647  0.176
61 N -0.2738 0.5995 -2.2608  0.102
62 C -0.9412 0.8731 -3.1767  -0.088
63 C -1.7411 1.2034 -4.2341  -0.162
64 C -1.2138 1.6578 -5.4507  -0.141
65 N -0.7774 2.0247 -6.4466  0.247
66 C -3.1328 1.0804 -4.1000  -0.158
67 N -4.2682 0.9807 -3.9678  0.250
68 C -3.1657 -3.2282 -0.6910  0.042
69 C -1.7484 -2.9479 -1.2119  -0.472
70 O -1.1313 -1.9896 -0.4901  -0.249
71 C -1.8280 -2.4855 -2.6870  -0.573
72 F -0.6114 -2.1268 -3.1387  0.118
73 F -2.5853 -1.3774 -2.7578  0.127
74 F -2.3318 -3.3662 -3.5337  0.199
75 C -0.8899 -4.2433 -1.1548  -0.584
76 F 0.3602 -4.0020 -1.5702  0.140
77 F -1.3825 -5.2269 -1.8992  0.183
78 F -0.7961 -4.6847 0.0987  0.170
79 H -3.7496 -2.3157 -0.7808  0.080
80 H -3.1008 -3.5065 0.3568  0.100
81 H -3.6434 -4.0246 -1.2557  0.105

Atomic forces in eV per Å
Ir -0.6556 -1.1343 -0.8236
C 0.4368 0.1083 -0.3254
N -0.3156 0.0769 0.0054
C -0.3181 -0.4179 0.1758
C 0.1363 0.3462 0.0442
O -0.5267 0.3309 -0.0537
C 0.0149 -0.0689 -0.1374
O 0.0945 0.0826 0.2645
C -0.1242 -0.0188 -0.0984
C 0.2412 -0.1682 -0.1433
O -0.0882 -0.4211 0.0355
N -0.2238 0.0110 0.1070
C 0.3180 0.1558 -0.1488
C -0.2788 -0.0222 0.2947
H 0.0061 0.0546 0.0051
H 0.0286 0.0434 0.0518
H -0.0058 -0.0514 0.0001
H 0.0460 -0.0075 -0.0186
H 0.0425 0.0166 -0.0108
H 0.1476 -0.1164 0.0073
H 0.0785 0.0223 0.1938
H -0.0731 -0.1007 -0.1119
H 0.2240 0.0144 0.1003
H -0.1013 0.0859 -0.0880
H -0.0045 0.0309 -0.0215
H -0.0253 0.0072 -0.0694
H 0.0437 -0.0711 -0.1026
H 0.0210 0.1150 0.0139
H 0.0060 0.0080 0.0465
H 0.0285 0.0045 0.0053
C 0.6250 -0.1756 0.2152
O -0.6886 0.2631 0.5651
C 0.9331 -0.0372 0.2068
C 0.1278 -0.3853 -0.4925
C 0.0017 0.3900 0.6010
Br -0.2674 -0.3804 -0.6739
C -0.2537 -0.1230 -0.2915
C -0.5537 0.4681 0.6528
C -0.2433 -0.5391 -1.0630
O 0.4762 0.7283 1.2758
C 0.1553 -0.0560 -0.0616
N 0.4694 -0.0491 0.0778
C -0.4202 0.3226 0.4782
C -0.0793 0.0893 0.1265
C 0.2402 -0.2011 -0.2265
C 0.3556 0.1278 0.5231
C -0.4867 0.0657 -0.0868
C 0.1723 -0.3651 -0.6541
N -0.0283 0.1173 0.0257
H -0.0246 0.1070 -0.0975
H -0.1080 -0.0354 -0.0353
H -0.0921 0.0426 0.0971
H 0.1108 -0.0453 -0.0884
H -0.0773 0.0315 0.0557
H -0.3318 0.0724 -0.0005
H -0.0006 -0.0458 -0.1179
H -0.0992 -0.0285 -0.1237
H -0.0597 0.0357 0.0236
H -0.0732 0.0749 0.0887
H 0.0042 -0.0369 -0.0150
N -0.7328 0.0013 -1.0850
C 1.5485 -0.3114 1.9167
C -0.8075 0.2355 -0.8363
C 0.0984 -0.1005 0.2779
N 0.2808 0.2373 -0.5720
C 0.1841 -0.0248 0.0430
N -0.6567 -0.0190 0.0983
C 0.3862 0.0610 -0.1240
C -0.0875 -0.6871 -0.8170
O 1.1520 1.3701 0.8785
C 0.0133 -0.2027 0.4050
F 0.2981 0.0304 -0.3268
F -0.3229 0.3515 -0.0599
F -0.1199 -0.1818 -0.1529
C -0.2621 0.2888 0.0875
F 0.4070 0.0227 -0.1572
F -0.1460 -0.2682 -0.1677
F -0.0768 -0.0542 0.3732
H -0.0529 0.0095 -0.0006
H 0.0091 -0.0549 0.0446
H -0.0695 -0.0522 -0.0077

Charge: +2
<S²>: 8.8313
Multiplicity: 6
Calculated total energy in Ha: -5272.77850

Here is 4 unconnected molecules or ions with the total composition C12H24O12 in a non-equilibrium geometry from the OMol25 dataset. Energies are from wB97M-V/def2-TZVPD.

Last column: Löwdin charge in e.
Element x y z (Å)
1 C 14.3684 30.5733 25.7471  -0.133
2 O 14.7676 29.4609 26.4584  -0.073
3 C 14.4099 29.2020 27.8391  -0.359
4 O 13.6432 30.0148 28.3728  0.094
5 O 15.2865 28.3676 28.5233  0.012
6 C 15.1933 28.2592 29.8353  -0.117
7 H 14.6699 31.6242 26.2274  0.119
8 H 13.2445 30.7217 25.6888  0.107
9 H 14.8491 30.6396 24.7707  0.082
10 H 15.7393 27.3159 30.2422  0.135
11 H 14.1605 28.4195 30.2890  0.149
12 H 15.7747 28.8153 30.1563  -0.060
13 C 18.6773 27.9763 29.3883  -0.020
14 O 19.1701 26.8556 28.5487  0.028
15 C 18.2692 25.8587 28.4930  -0.557
16 O 17.1385 25.9388 28.9179  0.100
17 O 18.7249 24.7396 27.8446  -0.025
18 C 17.7548 23.7549 27.5373  -0.065
19 H 19.5175 28.5166 29.5332  0.037
20 H 18.4735 27.7516 30.5715  0.162
21 H 17.9175 28.6298 29.0544  0.060
22 H 18.3978 22.8597 27.3926  0.101
23 H 17.1606 24.0099 26.6548  0.099
24 H 17.1222 23.4976 28.4311  0.107
25 C 19.1614 30.7875 31.6321  -0.001
26 O 17.8646 30.7391 31.0439  0.010
27 C 17.3461 31.7820 30.5129  -0.608
28 O 17.8678 32.8607 30.5710  0.115
29 O 16.1200 31.5695 29.8780  -0.021
30 C 15.6278 32.5839 28.9751  -0.036
31 H 18.8749 31.4061 32.4852  0.115
32 H 20.0872 31.1151 31.0762  0.135
33 H 19.2570 29.8745 31.9390  0.021
34 H 15.9121 33.5946 29.3508  0.107
35 H 14.5531 32.6277 28.7617  0.095
36 H 16.1024 32.3748 28.1071  0.029
37 C 18.1605 29.7243 25.6700  -0.046
38 O 19.2160 30.5945 25.6509  0.058
39 C 19.3627 31.4453 26.5819  -0.560
40 O 18.5447 31.5649 27.4954  0.084
41 O 20.3841 32.3654 26.5591  -0.008
42 C 20.6374 33.2550 27.6461  -0.034
43 H 18.1438 29.1025 26.6380  0.126
44 H 18.2284 29.0976 24.7546  0.118
45 H 17.1882 30.1167 25.6131  0.054
46 H 20.9228 34.0917 27.1683  0.046
47 H 21.4278 32.8120 28.2386  0.096
48 H 19.7846 33.6225 28.3025  0.120

Atomic forces in eV per Å
C -1.7324 4.2454 1.3350
O 1.1000 -3.4626 2.6750
C 0.6175 4.8350 0.5520
O 1.2371 -3.0200 -1.0095
O -1.8619 0.6794 -7.8470
C -8.9055 -10.0890 0.8385
H -0.2419 -2.2718 -0.4069
H 1.2027 -0.6904 -0.2195
H -0.1561 -0.8270 0.0656
H -1.7456 0.6169 -1.3126
H 1.3318 -0.3761 -0.7239
H 9.0604 10.5022 6.0425
C -0.3223 -2.4448 3.2247
O -1.3596 0.0436 0.9674
C -1.2777 -0.8181 -0.6042
O 0.7554 -0.0501 -0.0468
O 0.5598 2.3412 0.6638
C 0.1525 -1.6255 1.2166
H 2.8851 2.0023 -0.1892
H -0.0562 -0.4661 -3.0718
H -1.0604 -0.0593 -1.0655
H -0.6747 0.4823 -0.4311
H 0.1183 -0.0141 0.2603
H 0.3509 0.6250 -0.9610
C -0.8840 5.5446 -0.3789
O -0.6707 -3.1548 -1.4897
C -1.7250 2.9338 -1.9774
O 0.1765 0.7742 -0.1159
O 0.7720 -1.0676 1.4445
C -0.0920 1.8839 2.6022
H 1.5097 0.2906 0.3026
H -1.6062 0.0733 0.0430
H 0.9908 -5.3903 1.8466
H -0.0254 -0.7599 -0.3011
H 0.1232 -0.9544 0.9166
H 1.5600 -0.2223 -2.9738
C -0.8478 -3.6158 0.9608
O 2.9084 0.5972 -2.5888
C -1.7143 3.8871 5.0315
O 0.4177 -0.7839 -0.5217
O -0.6499 -2.3558 -2.0934
C -2.0807 -1.8136 2.0889
H 0.2678 0.6854 -1.5584
H 0.4281 0.1670 0.8425
H -1.0915 1.4436 0.1286
H 1.5974 2.8990 -1.5373
H 0.0858 0.1253 0.2653
H 0.5730 -1.3449 -0.8894

SMILES: COC(=O)OC.COC(=O)OC.COC(=O)OC.COC(=O)OC
Calculated total energy in Ha: -1374.31355

Here is 2 unconnected molecules or ions with the total composition C2H5Cl2N in a non-equilibrium geometry from the OMol25 dataset. Energies are from wB97M-V/def2-TZVPD.

Last column: Löwdin charge in e.
Element x y z (Å)
1 C -0.5816 0.1076 -0.9265  -0.246
2 C -0.5754 -0.2374 0.4986  -0.727
3 N 1.4514 -0.1181 1.0399  -0.428
4 Cl -1.0275 -1.7763 1.0569  0.652
5 Cl 2.2534 0.1877 -0.5167  0.441
6 H -0.1850 -0.7882 -1.5019  0.093
7 H 0.0210 0.9316 -1.2920  0.035
8 H -1.6115 0.3379 -1.0182  0.067
9 H -1.1861 0.5227 1.1303  0.101
10 H 1.4414 0.8326 1.5297  0.013

Atomic forces in eV per Å
C 0.9518 -2.2266 -0.8384
C 2.3397 2.8029 2.6752
N -2.7758 1.1108 -0.6627
Cl 0.0101 -0.6844 -0.2621
Cl 0.0167 0.0101 1.1594
H -1.0779 1.0174 0.3522
H -0.0133 0.3465 0.6913
H -1.2310 0.0092 -1.2471
H 1.6691 -1.0884 -0.8414
H 0.1106 -1.2975 -1.0264

Calculated total energy in Ha: -1054.21435

Question: The highest calculated total energy belongs to which entry?
Answer: C2H5Cl2N

Question: Which formula does entry 3 have?
Answer: C2H5Cl2N